No. 1
{"formula": "C31H58N6O5S2", "method": "ωB97M-V with the def2-TZVPD basis set", "species": ["C", "C", "O", "C", "O", "O", "H", "H", "H", "H", "C", "C", "C", "C", "N", "H", "H", "H", "H", "H", "H", "H", "C", "C", "C", "C", "N", "H", "H", "H", "H", "H", "H", "H", "C", "C", "C", "C", "N", "H", "H", "H", "H", "H", "H", "H", "C", "C", "C", "C", "N", "H", "H", "H", "H", "H", "H", "H", "C", "C", "C", "C", "N", "H", "H", "H", "H", "H", "H", "H", "C", "C", "C", "C", "N", "H", "H", "H", "H", "H", "H", "H", "C", "S", "O", "C", "H", "H", "H", "H", "H", "H", "C", "S", "O", "C", "H", "H", "H", "H", "H", "H"], "xyz": [[-3.51042, 3.16713, 2.04147], [-2.54226, 2.63488, 3.10544], [-2.57592, 1.21906, 2.93889], [-3.31413, 0.88914, 1.86298], [-3.45934, -0.21150, 1.45152], [-3.83834, 1.99333, 1.27379], [-3.05220, 3.89926, 1.37825], [-4.42090, 3.60944, 2.44102], [-2.83133, 2.94387, 4.10907], [-1.51841, 2.98499, 2.96255], [-0.85474, 0.67691, -0.77749], [-0.29056, -0.53737, -0.05031], [1.06780, -0.23186, 0.55709], [1.10232, 0.84829, 1.54605], [1.17164, 1.63345, 2.37768], [-0.21169, 0.92178, -1.63115], [-0.87691, 1.55924, -0.13872], [-1.86137, 0.51356, -1.15921], [-0.15787, -1.37397, -0.73482], [-0.97970, -0.81492, 0.75194], [1.78969, 0.10281, -0.20067], [1.50792, -1.10769, 1.03882], [1.07300, 2.45473, -4.20985], [2.06617, 1.54704, -4.92557], [2.69732, 0.48677, -4.02083], [3.04517, 0.96540, -2.70255], [3.29824, 1.35246, -1.65026], [0.57537, 3.08306, -4.95044], [1.54877, 3.09588, -3.46906], [0.29145, 1.87390, -3.71085], [2.83591, 2.16481, -5.39225], [1.54860, 1.02602, -5.73138], [3.60190, 0.04612, -4.45057], [2.02100, -0.36899, -3.92877], [2.75428, -3.87243, 0.43551], [1.40558, -4.03787, -0.27723], [1.27129, -5.38257, -1.00721], [2.06106, -5.38486, -2.23445], [2.66012, -5.33557, -3.20897], [3.00428, -2.81255, 0.49696], [3.54611, -4.36400, -0.12792], [2.71627, -4.25033, 1.45541], [1.28400, -3.22281, -0.99267], [0.58730, -3.93469, 0.43825], [0.22369, -5.55035, -1.27196], [1.59236, -6.21386, -0.37936], [5.90935, 4.33266, 2.87045], [4.95852, 3.86752, 3.97193], [4.52252, 2.40464, 3.82951], [5.54546, 1.49796, 3.32101], [6.35475, 0.79311, 2.91914], [5.36222, 4.44287, 1.93346], [6.71234, 3.61338, 2.69558], [6.37263, 5.28392, 3.12571], [4.05435, 4.46835, 3.85502], [5.34738, 4.04335, 4.97319], [3.71211, 2.34435, 3.09131], [4.09368, 2.01940, 4.75320], [-0.93837, -0.81160, 6.91458], [-0.31547, -0.38560, 5.59703], [-0.29235, 1.15265, 5.44911], [0.62111, 1.76815, 6.40649], [1.34563, 2.25610, 7.15047], [-1.00289, -1.89676, 7.00397], [-1.97316, -0.45386, 6.98259], [-0.40381, -0.42282, 7.78134], [-0.87092, -0.81561, 4.76526], [0.71370, -0.75338, 5.56422], [-1.31111, 1.46466, 5.70129], [-0.05308, 1.42665, 4.42690], [-2.42964, -5.02886, -2.61297], [-2.14762, -4.78339, -4.08336], [-0.64483, -4.66931, -4.39435], [-0.05058, -3.44701, -3.83160], [0.45933, -2.52419, -3.39168], [-2.19203, -4.14228, -2.01795], [-1.82472, -5.83949, -2.19932], [-3.48309, -5.26131, -2.46300], [-2.54370, -3.79808, -4.33836], [-2.63562, -5.52989, -4.70385], [-0.46655, -4.61858, -5.46997], [-0.05457, -5.49554, -3.98827], [-4.81667, -2.23406, -4.80872], [-5.30845, -1.04695, -3.53610], [-6.41866, -1.66380, -2.77089], [-3.85295, -1.29087, -2.50464], [-5.58174, -2.18616, -5.58050], [-4.81235, -3.21890, -4.34422], [-3.83905, -1.95146, -5.19146], [-3.84924, -0.52570, -1.73032], [-2.93357, -1.15747, -3.08235], [-3.93416, -2.28664, -2.07605], [-2.17266, 3.87993, -1.50305], [-1.35358, 5.27270, -0.72809], [-2.34657, 5.84555, 0.21648], [-0.20983, 4.29535, 0.26303], [-3.07261, 4.24684, -1.99422], [-2.53282, 3.16196, -0.75821], [-1.50917, 3.33362, -2.17357], [0.52969, 3.86394, -0.41308], [-0.76463, 3.53442, 0.80767], [0.27551, 4.94040, 0.99203]], "total_charge": 0, "orbital_gap_ev": 9.37, "largest_force_ev_per_a": 1.1, "e_homo_ev": -9.249}

No. 2
{"formula": "C21H28N4O5S2", "method": "ωB97M-V with the def2-TZVPD basis set", "species": ["C", "H", "H", "H", "C", "N", "C", "C", "C", "C", "C", "C", "N", "C", "O", "C", "H", "H", "S", "C", "C", "C", "C", "C", "N", "O", "H", "H", "H", "H", "H", "H", "S", "O", "O", "N", "C", "H", "C", "H", "O", "C", "H", "C", "H", "H", "H", "H", "H", "H", "H", "C", "H", "C", "H", "H", "H", "H", "H", "H"], "xyz": [[-2.27815, -2.47533, 1.31597], [-2.83117, -1.74829, 0.72863], [-2.53162, -2.34884, 2.36568], [-2.58479, -3.47318, 1.01343], [-0.77635, -2.27735, 1.13103], [-0.37861, -2.21659, -0.26669], [0.57211, -1.28813, -0.65063], [1.71049, -1.63691, -1.38960], [2.66971, -0.70095, -1.72487], [2.50274, 0.61467, -1.34198], [1.35625, 1.01299, -0.68497], [0.38644, 0.08279, -0.34900], [-0.81156, 0.52168, 0.23849], [-0.89608, 1.48578, 1.17940], [0.04688, 1.99376, 1.74705], [-2.33435, 1.88461, 1.48533], [-2.96599, 1.01433, 1.63436], [-2.35939, 2.54082, 2.35380], [-2.99081, 2.86406, 0.07453], [-4.50252, 2.07563, -0.37050], [-5.60587, 2.86620, -0.65804], [-6.78971, 2.29858, -1.08527], [-6.84831, 0.91571, -1.20370], [-5.73428, 0.16694, -0.91610], [-4.56878, 0.72697, -0.53040], [-3.56211, -0.01603, -0.31132], [-5.70571, -0.90885, -0.99928], [-7.75025, 0.41824, -1.52020], [-7.64557, 2.91279, -1.31002], [-5.50432, 3.93194, -0.53428], [-1.67647, 0.10052, -0.09809], [1.21023, 2.05786, -0.46514], [3.77883, 1.82171, -1.67066], [4.64816, 1.28658, -2.67968], [3.16433, 3.09840, -1.88473], [4.69441, 1.95798, -0.29100], [4.16580, 2.68645, 0.83964], [3.41572, 3.37795, 0.45914], [3.56943, 1.74553, 1.89241], [3.35195, 2.29132, 2.81115], [4.48857, 0.72986, 2.24950], [4.86878, -0.03509, 1.12816], [5.56489, -0.78998, 1.49907], [5.53989, 0.84560, 0.06845], [5.74898, 0.28875, -0.84414], [6.47744, 1.24452, 0.47302], [3.98534, -0.53284, 0.69763], [2.63984, 1.29432, 1.52071], [4.98951, 3.25605, 1.28619], [3.55418, -0.97684, -2.27638], [1.86665, -2.66200, -1.68262], [-0.52036, -3.44640, -1.01800], [-0.24246, -3.23338, -2.05181], [0.28260, -4.64397, -0.49758], [0.24169, -5.44964, -1.22608], [-0.12929, -5.01487, 0.43742], [1.32341, -4.37793, -0.33126], [-1.58289, -3.70889, -1.01520], [-0.46754, -1.35336, 1.61868], [-0.23993, -3.09629, 1.63039]], "total_charge": 0, "orbital_gap_ev": 7.70, "relative_energy_ev": 0.119, "largest_force_ev_per_a": 1.1, "e_homo_ev": -7.860}

No. 3
{"formula": "C2H7N2", "method": "ωB97M-V with the def2-TZVPD basis set", "species": ["C", "N", "C", "N", "H", "H", "H", "H", "H", "H", "H"], "xyz": [[-1.51770, 0.28869, -0.23054], [1.53402, -0.59424, -0.49888], [0.73608, 0.00504, 0.75258], [-0.61958, -0.26477, 0.82415], [-2.50206, 0.54090, 0.25155], [-1.16669, 1.25575, -0.64943], [-1.61997, -0.29679, -1.08739], [1.60243, -0.09757, -1.39475], [1.51356, -1.59094, -0.44433], [1.31766, -0.32816, 1.61753], [0.72225, 1.08209, 0.85951]], "total_charge": 1, "orbital_gap_ev": 6.68, "relative_energy_ev": 5.933, "largest_force_ev_per_a": 3.9, "e_homo_ev": -15.688}